The following is a DFT calculation (ωB97M-V/def2-TZVPD) of a structure of composition C44H30CuN4O7P2S3.

Structure (XYZ):
```
91
Properties=species:S:1:pos:R:3:lowdin_spin:R:1
Cu 1.022 -0.159 0.180 0.001
S 1.015 -1.704 2.185 0.000
P -0.670 -0.627 2.284 0.000
C -0.812 0.243 0.800 0.001
P -1.790 1.660 0.623 0.000
S -1.349 2.792 -0.924 0.000
C -3.519 1.017 0.507 0.000
C -4.232 0.558 1.613 0.000
C -5.455 -0.082 1.455 0.000
C -5.977 -0.286 0.186 0.000
C -5.263 0.148 -0.926 0.000
C -4.045 0.795 -0.766 0.000
C -1.886 2.821 2.049 0.000
C -0.674 3.317 2.529 0.000
C -0.651 4.327 3.476 0.000
C -1.841 4.866 3.952 0.000
C -3.050 4.387 3.472 0.000
C -3.074 3.373 2.520 0.000
C -2.003 -1.877 2.533 0.000
C -2.713 -2.281 1.406 0.000
C -3.555 -3.384 1.462 0.000
C -3.681 -4.104 2.643 0.000
C -2.976 -3.707 3.772 0.000
C -2.138 -2.601 3.717 0.000
C -0.630 0.284 3.880 0.000
C -1.750 0.506 4.673 0.000
C -1.653 1.266 5.835 0.000
C -0.436 1.812 6.210 0.000
C 0.687 1.601 5.417 0.000
C 0.589 0.848 4.258 0.000
H -3.825 0.699 2.608 0.000
H -5.990 -0.444 2.327 0.000
H -6.932 -0.785 0.065 0.000
H -5.653 -0.025 -1.923 0.000
H -3.478 1.142 -1.623 0.000
H 0.246 2.902 2.135 0.000
H 0.298 4.704 3.842 0.000
H -1.825 5.662 4.688 0.000
H -3.983 4.812 3.828 0.000
H -4.020 3.024 2.128 0.000
H -2.582 -1.717 0.489 0.000
H -4.106 -3.688 0.579 0.000
H -4.313 -4.985 2.681 0.000
H -3.064 -4.273 4.694 0.000
H -1.568 -2.307 4.590 0.000
H -2.703 0.075 4.388 0.000
H -2.532 1.426 6.450 0.000
H -0.362 2.404 7.115 0.000
H 1.642 2.026 5.706 0.000
H 1.457 0.666 3.636 0.000
S 0.832 -0.901 -5.918 0.572
C 0.133 -1.772 -4.634 0.082
C -0.597 -2.952 -4.929 0.061
C -1.283 -3.639 -3.961 0.001
C -1.278 -3.163 -2.642 0.091
C -0.576 -2.026 -2.313 -0.016
C 0.173 -1.324 -3.277 0.095
N 0.789 -0.209 -2.800 0.052
C 1.895 0.359 -2.753 0.019
C 4.110 1.108 -2.459 0.001
C 5.455 1.390 -2.410 0.000
C 5.854 2.598 -1.835 0.000
C 4.914 3.487 -1.330 0.000
C 3.549 3.203 -1.387 0.000
C 3.191 2.011 -1.970 0.000
H -0.606 -3.287 -5.957 0.000
H -1.826 -4.540 -4.221 -0.002
H -1.834 -3.687 -1.874 0.006
H -0.573 -1.641 -1.298 -0.003
H 6.184 0.695 -2.812 0.000
H 6.908 2.846 -1.788 0.000
H 5.241 4.412 -0.873 0.000
H 2.788 3.873 -1.010 0.000
O 5.706 -4.503 -3.952 0.000
N 5.478 -3.536 -4.677 0.000
O 5.882 -3.472 -5.839 0.000
C 4.724 -2.453 -4.157 0.000
C 4.294 -2.464 -2.836 0.000
C 3.647 -1.397 -2.278 0.000
C 3.363 -0.094 -3.032 0.004
O 1.906 1.575 -2.116 0.006
C 3.744 -0.294 -4.490 0.014
C 4.429 -1.348 -4.974 0.006
N 3.534 0.829 -5.371 0.002
O 2.913 1.781 -4.929 0.001
O 3.908 0.753 -6.537 0.001
N 3.308 -1.530 -0.911 0.000
O 3.437 -2.600 -0.345 0.000
O 2.872 -0.537 -0.299 0.000
H 4.483 -3.328 -2.219 0.000
H 4.732 -1.353 -6.009 0.000
```

Output
**Molar mass**: 948.4 g mol⁻¹
**Energy above the lowest of the compared OMol25 structures with the same formula, charge and spin**: 1.6685 eV
**Net charge**: -2
**Gap between HOMO and LUMO (spin up / spin down)**: 5.18 / 4.11 eV
**Multiplicity**: 2
**<S²>**: 0.77

---

The following is a DFT calculation (ωB97M-V/def2-TZVPD) of a structure of composition C44H31N6NaO6PS.

Structure (XYZ):
```
90
Properties=species:S:1:pos:R:3:mulliken_charge:R:1
Na -1.501 -0.437 -0.541 0.933
O -5.355 -2.843 0.035 -0.533
C -4.223 -2.061 0.145 0.471
O -3.882 -1.363 -0.814 -0.622
C -3.556 -2.154 1.394 -0.160
C -3.979 -2.983 2.476 -0.680
C -3.257 -3.003 3.631 -0.759
C -2.091 -2.189 3.749 -1.282
C -1.758 -1.411 2.654 -0.327
N -2.428 -1.364 1.513 0.405
C -0.602 -0.453 2.731 1.542
O 0.464 -0.830 3.623 -0.610
O -0.122 -0.066 1.468 0.079
H -5.663 -2.679 -0.865 0.336
H -4.867 -3.589 2.357 0.448
H -3.568 -3.633 4.455 0.387
H -1.479 -2.175 4.639 0.454
S 1.413 -2.137 -7.664 -0.113
N 0.787 -0.704 -7.099 -0.889
C 0.324 -0.972 -5.872 1.028
C -0.295 -0.021 -4.994 0.895
C -0.512 1.312 -5.380 -0.620
C -1.095 2.184 -4.502 -1.037
C -1.440 1.721 -3.221 -0.379
N -1.242 0.484 -2.818 0.003
C -0.700 -0.408 -3.689 -0.606
C -0.512 -1.777 -3.266 -0.419
N -0.831 -2.103 -1.994 0.069
C -0.639 -3.334 -1.578 -0.287
C -0.113 -4.348 -2.398 -1.266
C 0.233 -4.036 -3.684 -0.631
C 0.056 -2.723 -4.153 0.287
C 0.496 -2.316 -5.454 0.727
N 1.105 -3.107 -6.348 -0.845
H -0.213 1.613 -6.376 0.506
H -1.287 3.214 -4.774 0.420
H -1.898 2.389 -2.499 0.515
H -0.912 -3.539 -0.546 0.498
H 0.016 -5.348 -2.004 0.415
H 0.662 -4.767 -4.358 0.534
O -2.712 3.260 -0.378 -0.689
C -1.864 3.072 0.435 -0.050
O -1.268 1.828 0.566 0.182
C -1.303 4.012 1.420 0.502
C -1.689 5.336 1.587 -0.774
C -1.049 6.082 2.559 -0.532
C -0.042 5.507 3.340 -0.796
C 0.331 4.185 3.155 -0.593
C -0.312 3.433 2.182 0.335
P -0.103 1.625 1.740 0.606
C 1.596 1.819 1.159 1.430
C 2.598 0.967 1.610 -0.610
C 3.901 1.130 1.161 -0.805
C 4.192 2.106 0.220 -0.613
C 3.187 2.941 -0.252 -0.801
C 1.898 2.819 0.237 -0.549
C -0.681 0.966 3.361 1.570
C -1.905 1.522 3.987 -1.227
C -2.089 1.436 5.300 -0.584
C -1.082 0.825 6.180 -0.426
C 0.083 0.370 5.729 -1.419
C 0.454 0.457 4.283 0.522
H -2.471 5.753 0.965 0.541
H -1.325 7.116 2.717 0.413
H 0.451 6.107 4.095 0.433
H 1.120 3.752 3.762 0.471
H 2.352 0.146 2.271 0.201
H 4.679 0.464 1.512 0.447
H 5.200 2.208 -0.161 0.391
H 3.411 3.688 -1.002 0.433
H 1.121 3.485 -0.119 0.304
H -2.666 1.942 3.340 0.384
H -3.006 1.801 5.744 0.440
H -1.310 0.753 7.237 0.423
H 0.815 -0.064 6.400 0.434
H 1.427 0.949 4.178 0.267
C 4.122 -3.743 -2.878 -1.791
C 3.332 -2.633 -2.241 1.285
C 2.907 -1.540 -2.979 -0.753
C 2.147 -0.558 -2.358 -0.989
N 1.790 -0.599 -1.077 0.648
C 2.214 -1.645 -0.368 0.040
C 2.983 -2.667 -0.896 -1.362
H 3.985 -3.744 -3.959 0.375
H 3.812 -4.713 -2.488 0.380
H 5.189 -3.627 -2.671 0.370
H 3.113 -1.469 -4.041 0.349
H 1.781 0.288 -2.931 0.691
H 1.881 -1.682 0.665 0.205
H 3.270 -3.507 -0.272 0.406
```

Output
**Molar mass**: 825.8 g mol⁻¹
**Energy above the lowest of the compared OMol25 structures with the same formula, charge and spin**: 3.8021 eV
**Net charge**: -1
**Gap between HOMO and LUMO (spin up / spin down)**: 4.18 / 3.68 eV

---

The following is a DFT calculation (ωB97M-V/def2-TZVPD) of a structure of composition C44H33CrF6NO4P3S2Te.

Structure (XYZ):
```
95
Properties=species:S:1:pos:R:3:lowdin_spin:R:1
Cr 0.219 0.903 -0.074 3.044
S 0.368 0.589 2.273 -0.063
P 0.227 -1.433 1.780 0.004
C -0.419 -1.288 0.052 -0.023
P -2.118 -0.845 -0.268 0.000
S -2.190 1.112 0.166 -0.014
C -2.637 -1.101 -2.006 0.000
C -2.603 -2.349 -2.632 0.000
C -3.124 -2.519 -3.903 0.000
C -3.701 -1.444 -4.567 0.000
C -3.744 -0.205 -3.953 0.000
C -3.210 -0.031 -2.684 0.000
C -3.515 -1.638 0.627 0.001
C -4.005 -1.018 1.774 0.000
C -5.078 -1.561 2.463 0.000
C -5.674 -2.733 2.018 -0.001
C -5.186 -3.361 0.882 0.000
C -4.114 -2.816 0.190 0.000
C 1.208 -4.434 -0.105 0.045
C 1.076 -4.642 1.392 0.057
C 1.970 -5.557 1.763 0.028
C 2.744 -5.987 0.528 0.113
C 1.709 -6.763 -0.245 0.638
C 0.683 -5.789 -0.749 0.078
C -1.159 -2.073 2.827 0.001
C -1.404 -1.487 4.069 -0.001
C -2.290 -2.062 4.971 0.000
C -2.956 -3.236 4.648 0.001
C -2.738 -3.821 3.407 0.000
C -1.851 -3.246 2.511 0.000
H -2.149 -3.192 -2.132 0.000
H -3.069 -3.492 -4.378 0.000
H -4.097 -1.571 -5.568 0.000
H -4.158 0.649 -4.474 0.000
H -3.211 0.949 -2.228 0.000
H -3.537 -0.108 2.128 0.001
H -5.439 -1.071 3.359 0.000
H -6.511 -3.158 2.559 0.000
H -5.638 -4.280 0.528 0.000
H -3.754 -3.322 -0.693 0.000
H 0.343 -4.192 2.033 0.003
H 2.080 -5.992 2.748 0.001
H 3.708 -6.465 0.683 0.004
H 1.528 -7.824 -0.129 0.039
H 0.757 -5.694 -1.839 0.024
H -0.903 -0.560 4.320 -0.002
H -2.462 -1.585 5.930 0.000
H -3.654 -3.681 5.347 0.000
H -3.277 -4.717 3.120 0.000
H -1.726 -3.705 1.536 0.000
O 7.226 0.637 -0.255 0.001
C 6.550 1.680 -0.105 0.001
O 6.917 2.853 0.096 0.001
C 5.018 1.467 -0.177 0.007
C 4.504 0.266 -0.640 -0.001
C 3.141 0.043 -0.644 0.006
N 2.281 0.970 -0.220 -0.017
C 2.757 2.167 0.167 0.006
C 4.107 2.444 0.213 -0.002
C 1.694 3.193 0.477 0.008
O 1.978 4.290 0.911 0.011
O 0.486 2.787 0.189 0.021
H 5.194 -0.491 -0.979 0.001
H 2.719 -0.892 -0.981 0.001
H 4.449 3.417 0.533 0.000
Te 0.544 -2.712 -1.236 0.010
C -0.764 -6.114 -0.459 0.015
C -1.730 -5.833 -1.425 0.003
C -3.075 -6.080 -1.191 0.001
C -3.481 -6.619 0.022 0.002
C -2.529 -6.921 0.985 0.001
C -1.183 -6.676 0.745 0.006
C 2.777 -4.629 -0.270 0.075
C 3.564 -3.570 0.440 0.218
C 4.697 -3.025 -0.067 0.016
C 5.161 -3.357 -1.360 0.317
C 4.392 -4.234 -2.149 0.017
C 3.258 -4.818 -1.676 0.237
H -1.412 -5.416 -2.374 0.000
H -3.804 -5.842 -1.958 0.000
H -4.530 -6.806 0.213 0.000
H -2.833 -7.351 1.932 0.000
H -0.448 -6.913 1.503 0.002
H 3.198 -3.235 1.401 0.011
H 5.234 -2.279 0.506 -0.005
H 6.052 -2.889 -1.755 0.018
H 4.700 -4.435 -3.169 -0.006
H 2.709 -5.484 -2.329 0.021
F -0.806 2.076 -3.000 0.001
P 0.403 1.222 -3.647 0.001
F 0.315 0.190 -2.300 0.018
F -0.667 0.267 -4.386 0.000
F 1.462 2.117 -2.847 0.001
F 1.595 0.305 -4.212 0.000
F 0.468 2.192 -4.922 0.000
```

Output
**Molar mass**: 1090.4 g mol⁻¹
**Energy above the lowest of the compared OMol25 structures with the same formula, charge and spin**: 0.1820 eV
**Net charge**: -2
**Gap between HOMO and LUMO (spin up / spin down)**: 6.44 / 6.31 eV
**Multiplicity**: 6
**<S²>**: 8.86

---

The following is a DFT calculation (ωB97M-V/def2-TZVPD) of a structure of composition C44H33N6O9P2Re.

Structure (XYZ):
```
95
Properties=species:S:1:pos:R:3:lowdin_spin:R:1
Re -0.149 -0.370 0.842 0.740
O -2.318 -1.418 4.210 0.023
C -1.926 -1.034 3.143 0.005
N -0.753 -0.335 2.849 0.048
C -0.009 0.232 3.877 0.006
O -0.296 0.321 5.041 0.020
C 1.240 0.825 3.322 -0.001
C 2.385 0.894 4.100 -0.001
C 3.525 1.422 3.521 0.001
C 3.468 1.862 2.206 -0.001
C 2.281 1.734 1.507 -0.001
N 1.184 1.228 2.061 -0.014
C -2.730 -1.272 1.896 0.002
C -3.953 -1.903 1.957 -0.001
C -4.671 -2.079 0.784 0.003
C -4.137 -1.601 -0.403 -0.001
C -2.904 -0.985 -0.385 0.003
N -2.206 -0.817 0.746 -0.003
H 2.363 0.524 5.114 0.000
H 4.448 1.481 4.082 0.000
H 4.337 2.274 1.715 0.000
H 2.210 2.040 0.471 0.000
H -4.304 -2.257 2.916 0.000
H -5.626 -2.586 0.792 0.000
H -4.662 -1.715 -1.340 0.000
H -2.451 -0.618 -1.295 0.000
C -0.019 2.848 -2.371 0.000
N -0.102 1.770 -1.377 -0.001
P -0.708 1.925 0.207 0.010
C -2.503 2.228 0.113 0.000
C -3.246 2.005 1.276 0.000
C -4.593 2.322 1.319 0.000
C -5.214 2.853 0.197 0.000
C -4.496 3.023 -0.977 0.000
C -3.144 2.712 -1.021 0.000
C -0.102 3.479 0.911 0.000
C 0.943 4.201 0.343 0.000
C 1.342 5.402 0.909 0.000
C 0.724 5.877 2.054 0.000
C -0.279 5.129 2.657 0.000
C -0.692 3.936 2.091 0.000
P 0.361 0.125 -1.554 0.025
C 2.077 -0.006 -2.133 0.006
C 2.795 -1.150 -1.786 0.000
C 4.080 -1.344 -2.264 0.000
C 4.663 -0.393 -3.089 0.000
C 3.942 0.730 -3.466 0.001
C 2.647 0.917 -3.008 0.001
C -0.537 -0.510 -3.003 0.001
C -1.657 0.125 -3.534 0.001
C -2.259 -0.374 -4.680 0.000
C -1.767 -1.521 -5.284 0.001
C -0.688 -2.193 -4.724 0.000
C -0.072 -1.689 -3.591 0.001
H -0.624 3.690 -2.042 0.000
H -0.381 2.505 -3.341 0.000
H 1.001 3.206 -2.495 0.000
H -2.766 1.573 2.147 0.000
H -5.159 2.155 2.226 0.000
H -6.257 3.136 0.239 0.000
H -4.988 3.409 -1.859 0.000
H -2.599 2.863 -1.943 0.000
H 1.448 3.830 -0.538 0.000
H 2.142 5.966 0.448 0.000
H 1.020 6.827 2.477 0.000
H -0.745 5.474 3.570 0.000
H -1.470 3.364 2.573 0.000
H 2.346 -1.893 -1.140 0.000
H 4.630 -2.234 -1.990 0.000
H 5.675 -0.533 -3.445 0.000
H 4.383 1.467 -4.124 0.000
H 2.087 1.768 -3.362 0.000
H -2.057 1.012 -3.059 0.000
H -3.112 0.138 -5.103 0.000
H -2.224 -1.893 -6.190 0.000
H -0.322 -3.105 -5.175 0.000
H 0.778 -2.207 -3.168 0.000
O 3.684 -1.456 1.972 0.002
C 2.615 -1.649 1.440 0.004
O 1.880 -0.679 0.953 0.050
C 2.119 -3.057 1.220 0.008
C 3.043 -4.075 1.319 -0.001
C 2.660 -5.385 1.084 0.009
C 1.360 -5.694 0.736 -0.002
C 0.419 -4.690 0.641 0.007
C 0.764 -3.324 0.900 -0.002
O -0.149 -2.404 0.855 0.045
N -0.935 -5.088 0.243 0.001
O -1.795 -4.237 0.082 0.000
O -1.130 -6.277 0.077 0.003
N 3.643 -6.463 1.204 0.001
O 4.779 -6.149 1.498 0.001
O 3.256 -7.597 1.000 0.002
H 4.063 -3.847 1.592 0.000
H 1.081 -6.717 0.531 0.000
```

Output
**Molar mass**: 1037.9 g mol⁻¹
**Energy above the lowest of the compared OMol25 structures with the same formula, charge and spin**: 1.2846 eV
**Net charge**: +1
**Gap between HOMO and LUMO (spin up / spin down)**: 6.87 / 6.74 eV
**Multiplicity**: 2
**<S²>**: 0.76

---

The following is a DFT calculation (ωB97M-V/def2-TZVPD) of a structure of composition C44H34N13NaSSe.

Structure (XYZ):
```
94
Properties=species:S:1:pos:R:3:mulliken_charge:R:1
Na -0.996 0.020 0.366 1.344
C 3.178 -2.250 -6.538 -0.469
C 2.151 -3.174 -6.240 -0.623
C 1.187 -2.893 -5.303 -0.342
C 1.232 -1.660 -4.635 0.882
C 0.483 -1.066 -3.579 -1.439
N -0.242 -1.689 -2.437 1.231
C 0.753 -1.532 -1.505 -1.054
C 2.068 -1.986 -1.943 0.132
C 2.560 -3.209 -2.331 -0.085
C 3.934 -3.303 -2.506 -0.917
C 4.741 -2.193 -2.267 -1.044
C 4.207 -0.968 -1.870 -0.636
C 2.830 -0.862 -1.751 1.159
C 1.883 0.192 -1.059 -0.259
N 1.022 1.406 -1.133 -0.082
C 0.993 1.982 -0.003 0.604
N 1.973 1.550 0.965 -0.048
C 2.696 2.638 1.023 -0.450
N 4.041 2.731 0.761 -0.776
C 4.243 2.288 -0.484 -0.022
N 3.425 1.535 -1.232 0.404
C 3.674 1.724 -2.618 -0.623
N 3.143 1.309 -3.708 -0.600
C 2.132 0.348 -3.983 -0.489
N 1.029 0.132 -3.284 -0.025
C 2.284 -0.727 -4.923 0.040
C 3.253 -1.042 -5.886 -0.368
C 4.924 2.547 -2.664 0.909
C 5.675 2.982 -3.741 -0.282
C 6.840 3.693 -3.478 -0.641
C 7.233 3.974 -2.168 -0.488
C 6.464 3.551 -1.090 -0.658
C 5.321 2.822 -1.362 0.038
C 1.851 3.881 0.852 0.397
C 2.043 5.215 1.135 -0.808
C 1.018 6.100 0.799 -0.564
C -0.128 5.650 0.154 -0.894
C -0.288 4.305 -0.180 0.198
C 0.707 3.435 0.202 -0.303
N 0.909 -0.668 -0.477 0.560
H 3.921 -2.509 -7.285 0.366
H 2.132 -4.125 -6.761 0.369
H 0.408 -3.607 -5.065 0.513
H 1.894 -4.050 -2.457 0.559
H 4.382 -4.244 -2.799 0.388
H 5.815 -2.277 -2.376 0.437
H 4.886 -0.157 -1.660 0.396
H 4.054 -0.343 -6.096 0.452
H 5.349 2.759 -4.748 0.519
H 7.455 4.038 -4.300 0.389
H 8.144 4.532 -1.994 0.379
H 6.739 3.779 -0.069 0.485
H 2.960 5.561 1.595 0.497
H 1.120 7.152 1.032 0.395
H -0.907 6.357 -0.103 0.420
H -1.168 3.968 -0.713 0.504
N -3.038 1.907 0.323 -0.490
C -2.942 2.254 1.734 -0.665
C -2.844 1.120 2.762 -0.610
N -1.612 0.329 2.694 0.259
C -1.049 -0.076 3.993 -0.585
C 0.480 -0.089 4.000 -0.695
N 1.123 -1.013 3.090 -0.527
H -2.170 1.915 -0.190 0.225
H -3.514 1.033 0.128 0.303
H -3.829 2.839 2.008 0.367
H -2.080 2.914 1.858 0.264
H -3.735 0.481 2.689 0.222
H -2.889 1.606 3.742 0.443
H -1.846 -0.549 2.238 -0.174
H -1.405 -1.076 4.268 0.155
H -1.390 0.637 4.751 0.433
H 0.781 -0.337 5.026 0.340
H 0.855 0.917 3.791 0.249
H 0.681 -1.927 3.105 0.213
H 1.160 -0.671 2.137 0.202
Se -1.499 -3.763 3.318 -0.433
C -0.745 -3.701 1.659 0.093
N -0.235 -3.672 0.620 -0.545
S -2.635 -2.626 -3.300 -0.469
C -1.723 -1.340 -2.314 -0.494
N -2.286 -1.260 -1.018 0.022
C -3.141 -2.283 -0.766 -0.769
C -3.752 -2.548 0.461 -0.086
C -4.634 -3.612 0.601 -0.875
C -4.943 -4.438 -0.470 -0.418
C -4.341 -4.194 -1.708 -0.560
C -3.470 -3.140 -1.843 0.565
H -1.801 -0.396 -2.861 0.578
H -3.487 -1.959 1.331 0.462
H -5.052 -3.815 1.579 0.344
H -5.619 -5.275 -0.346 0.336
H -4.554 -4.834 -2.557 0.339
```

Output
**Molar mass**: 878.9 g mol⁻¹
**Energy above the lowest of the compared OMol25 structures with the same formula, charge and spin**: 0.0000 eV
**Net charge**: -2
**Gap between HOMO and LUMO**: 5.05 eV